C32H26BrIrN3OS2 | wB97M-V/def2-TZVPD

```
! RIJCOSX wB97M-V def2-TZVPD def2/J DEFGRID3
* xyz -1 1
Ir 0.34 -0.02 0.35
Br 4.90 -5.88 1.30
S 1.97 1.07 2.31
S -1.34 0.68 2.10
O 0.48 -1.85 1.15
N 0.44 1.76 -0.52
N -1.49 -0.63 -0.87
N 2.17 -0.25 -0.57
C -1.40 1.82 4.55
C -2.10 1.84 -3.52
C -2.99 -3.60 0.71
C -3.45 0.62 -1.44
C -3.62 -4.19 -0.38
C -0.21 4.01 -1.03
C 3.71 -3.42 0.49
C -3.56 -3.56 -1.62
C 3.00 -1.26 -0.33
C 2.51 0.86 -1.29
C 1.46 2.21 4.72
C -0.51 1.39 3.42
C -1.43 0.95 -2.71
C 0.85 1.56 3.50
C 2.71 -2.43 0.40
C 3.66 1.01 -2.08
C -2.21 -1.78 -0.66
C -0.43 2.78 -0.44
C -2.87 -2.37 -1.76
C 1.59 1.95 -1.23
C 0.94 4.22 -1.76
C 2.29 -4.86 1.80
C -2.10 0.30 -1.67
C 1.30 -3.91 1.75
C -2.30 -2.42 0.58
C 3.50 -4.59 1.17
C 1.46 -2.68 1.08
C 1.88 3.17 -1.90
C -4.11 1.51 -2.26
C 3.05 3.27 -2.66
C 3.91 2.19 -2.76
C -3.44 2.12 -3.32
H -4.05 -4.00 -2.48
H 4.35 0.19 -2.18
H 4.02 -1.19 -0.70
H -1.26 2.87 4.79
H -1.18 1.24 5.45
H -2.44 1.65 4.27
H 0.35 -4.08 2.25
H -0.39 0.72 -2.89
H -3.95 0.17 -0.60
H 4.67 -3.26 0.01
H -4.16 -5.12 -0.28
H 4.80 2.28 -3.37
H 1.33 1.57 5.60
H 2.52 2.37 4.55
H 3.27 4.20 -3.16
H -1.34 2.58 0.10
H -3.06 -4.07 1.68
H 0.98 3.16 4.92
H -1.84 -1.95 1.43
H -2.82 -1.90 -2.73
H 1.13 5.17 -2.25
H -0.95 4.79 -0.91
H -3.97 2.78 -3.98
H 2.12 -5.80 2.30
H -5.15 1.73 -2.08
H -1.57 2.33 -4.33
*
```

Calculated values
F_max = 3.3 eV/Å
HOMO energy = -3.152 eV
energy = -134678.731 eV
energy relative to the best compared isomer or geometry (same formula, charge and spin) = 81.98 kJ/mol
LUMO energy = 1.220 eV

Here are the Mulliken charges for atoms 1 to 6, given in e: atom 1 (Ir): 1.4615, atom 2 (Br): -0.2672, atom 3 (S): -0.4969, atom 4 (S): -0.4814, atom 5 (O): -0.4583, atom 6 (N): 0.3233

C31H64NO8 | wB97M-V/def2-TZVPD

```
! RIJCOSX wB97M-V def2-TZVPD def2/J DEFGRID3
* xyz -1 1
O 0.60 0.62 -0.78
O 4.51 2.03 3.93
O 1.80 -2.63 2.86
O -0.93 1.36 -4.87
O -3.47 0.00 -1.76
O 6.55 5.86 6.38
O -5.64 -2.39 -6.53
O -4.30 -3.83 -2.51
N -2.07 3.94 -0.89
C -4.70 -4.56 -6.56
C -4.46 -5.44 -0.78
C 3.76 3.22 3.63
C 7.84 5.24 6.54
C 5.69 5.40 7.43
C -4.16 -3.79 -7.73
C -3.01 -5.09 -0.97
C -3.02 -4.45 -2.35
C 1.17 -1.68 -0.82
C -0.73 2.78 -4.51
C 5.88 3.48 2.65
C -5.82 0.34 -1.86
C 4.76 4.29 3.26
C -0.07 -1.48 -1.65
C 3.45 -1.95 4.41
C 1.73 -0.27 -0.73
C -0.56 -0.13 -1.17
C 6.39 4.24 8.11
C -5.45 -0.77 -2.81
C 7.84 4.60 7.92
C -5.16 -4.28 -1.46
C -5.23 -3.46 -5.67
C 1.67 -1.22 3.07
C 5.86 2.23 3.50
C -3.96 -0.57 -2.99
C 2.76 -3.14 3.79
C 2.37 -0.90 4.37
C -1.00 3.79 -1.95
C -1.77 3.33 -3.36
C -4.60 0.40 -0.97
C -5.16 -2.65 -7.85
H 2.75 0.12 4.42
H 3.45 -3.81 3.27
H 2.22 -3.72 4.55
H -5.92 1.28 -2.41
H 0.61 -0.95 3.09
H 6.48 2.35 4.40
H 4.35 5.04 2.58
H -1.23 0.81 -4.09
H -3.95 -5.19 -6.07
H -4.68 -0.30 -0.13
H -3.01 3.91 -1.38
H 3.10 2.99 2.78
H 7.95 4.48 5.76
H -5.31 -3.45 -0.76
H -2.68 2.59 -3.15
H -4.07 -4.37 -8.65
H 6.10 4.12 9.15
H -2.29 4.32 -3.77
H 1.88 -2.39 -1.26
H 5.63 3.22 1.61
H 2.29 -0.10 0.19
H -3.43 -1.50 -3.20
H 4.72 5.12 7.02
H 0.90 -2.04 0.18
H 8.15 5.34 8.67
H 8.52 3.74 7.98
H 6.21 1.34 2.96
H -1.11 0.42 -1.93
H -6.01 -2.94 -8.47
H -4.44 -3.08 -5.01
H -3.75 0.15 -3.79
H -0.81 -2.27 -1.53
H -2.70 -4.35 -0.22
H -0.24 2.95 -1.61
H -6.07 -3.79 -5.05
H 8.62 5.99 6.42
H 1.68 -1.05 5.21
H 2.15 -0.71 2.23
H 0.20 -1.42 -2.71
H -4.71 -1.74 -8.26
H -4.42 1.40 -0.56
H 3.15 3.50 4.49
H -3.17 -3.39 -7.49
H -1.20 -0.23 -0.28
H -2.00 3.17 -0.19
H -2.91 -5.20 -3.13
H 0.40 3.01 -4.22
H -0.96 3.40 -5.50
H 6.85 3.98 2.66
H -2.23 -3.70 -2.47
H 5.12 4.79 4.16
H -6.13 -4.57 -1.87
H 3.84 -2.15 5.41
H 2.37 -0.05 -1.59
H 6.17 3.31 7.58
H -4.69 -6.38 -1.31
H -5.53 -5.20 -6.89
H -2.33 -5.94 -0.91
H -6.00 -0.74 -3.76
H -5.64 -1.74 -2.34
H -6.74 0.16 -1.31
H 5.55 6.24 8.13
H 4.29 -1.64 3.78
H -4.75 -5.57 0.26
*
```

Calculated values
F_max = 2.6 eV/Å
HOMO energy = -0.431 eV
energy = -51048.091 eV
energy relative to the best compared isomer or geometry (same formula, charge and spin) = 147.79 kJ/mol
LUMO energy = 2.070 eV

Here are the Mulliken charges for atoms 1 to 6, given in e: atom 1 (O): -0.3885, atom 2 (O): -0.3783, atom 3 (O): -0.4173, atom 4 (O): -0.5680, atom 5 (O): -0.0790, atom 6 (O): -0.4127

C10H16O | wB97M-V/def2-TZVPD

```
! RIJCOSX wB97M-V def2-TZVPD def2/J DEFGRID3
* xyz 0 1
O 2.42 1.82 0.08
C 0.41 0.53 0.44
C -0.92 -1.42 1.52
C -0.24 -1.65 -0.88
C 3.13 -1.60 0.16
C 1.75 0.60 -0.36
C -0.45 -0.70 0.29
C -1.91 1.55 0.73
C 2.50 -0.57 -0.01
C -1.08 1.16 -1.59
C -0.95 0.79 -0.14
H -1.95 -1.15 1.49
H -0.84 2.18 -1.58
H -2.08 1.00 -2.04
H -0.38 -1.18 2.39
H -0.23 0.79 -2.11
H 3.77 -2.43 0.48
H 0.07 -1.10 -1.80
H -1.15 -2.00 -1.41
H -0.95 -2.54 1.31
H 1.45 0.67 -1.39
H -1.63 2.64 0.87
H -1.97 1.19 1.73
H 0.44 -2.43 -0.65
H 3.10 1.59 0.74
H -2.86 1.34 0.30
H 0.57 0.92 1.41
*
```

Calculated values
F_max = 3.3 eV/Å
SMILES string = C#C[C@H](O)C1C(C)(C)C1(C)C
HOMO energy = -8.776 eV
energy = -12672.880 eV
energy relative to the best compared isomer or geometry (same formula, charge and spin) = 467.43 kJ/mol
LUMO energy = 0.841 eV

Here are the Mulliken charges for atoms 1 to 6, given in e: atom 1 (O): -0.5921, atom 2 (C): -0.6576, atom 3 (C): -1.6559, atom 4 (C): -1.8960, atom 5 (C): -0.1835, atom 6 (C): 0.1459

C3H6N2O | wB97M-V/def2-TZVPD

```
! RIJCOSX wB97M-V def2-TZVPD def2/J DEFGRID3
* xyz 0 1
O 1.44 0.36 0.28
N 0.00 -1.17 -2.37
N -0.82 1.07 -1.80
C 0.94 -0.08 1.29
C -0.33 -0.02 -2.09
C -0.53 0.01 1.62
H -1.10 0.30 0.74
H -0.32 1.56 -1.07
H 0.72 -1.29 -3.07
H -0.90 -0.94 2.01
H 1.57 -0.57 2.06
H -0.67 0.76 2.40
*
```

Calculated values
F_max = 0.6 eV/Å
SMILES string = N=C=N.CC=O
HOMO energy = -10.159 eV
energy = -8234.955 eV
energy relative to the best compared isomer or geometry (same formula, charge and spin) = 168.28 kJ/mol
LUMO energy = 0.963 eV

Here are the Mulliken charges for atoms 1 to 6, given in e: atom 1 (O): -0.4835, atom 2 (N): -0.5393, atom 3 (N): -0.6545, atom 4 (C): 0.1693, atom 5 (C): 0.6363, atom 6 (C): -0.8300

C4H10I2Si | wB97M-V/def2-TZVPD

```
! RIJCOSX wB97M-V def2-TZVPD def2/J DEFGRID3
* xyz 0 1
I 4.57 1.19 -0.01
I 2.31 -2.15 0.07
Si 2.31 0.20 -0.47
C 0.86 2.48 0.16
C -2.30 -2.52 -0.37
C -3.35 -1.83 0.06
C 1.04 1.05 0.71
H -1.55 -2.68 0.27
H 1.67 3.16 0.33
H -3.50 -1.47 1.15
H -4.07 -1.64 -0.58
H 0.10 0.38 0.53
H -2.08 -2.79 -1.35
H 0.10 2.87 0.67
H 1.48 0.89 1.62
H 0.61 2.65 -0.95
H 1.81 0.22 -1.81
*
```

Calculated values
F_max = 5.3 eV/Å
SMILES string = CC[SiH](I)I.C=C
HOMO energy = -9.611 eV
energy = -28389.008 eV
energy relative to the best compared isomer or geometry (same formula, charge and spin) = 268.63 kJ/mol
LUMO energy = 0.205 eV

Here are the Mulliken charges for atoms 1 to 6, given in e: atom 1 (I): -0.1236, atom 2 (I): -0.1005, atom 3 (Si): 0.3009, atom 4 (C): -1.1529, atom 5 (C): -0.5885, atom 6 (C): -0.4577

C23H18AsRh | wB97M-V/def2-TZVPD

```
! RIJCOSX wB97M-V def2-TZVPD def2/J DEFGRID3
* xyz 2 1
Rh 0.08 -0.07 -2.70
As 0.11 0.01 -0.18
C 4.27 -0.14 1.93
C -2.43 -2.86 2.41
C -0.93 1.39 0.64
C -0.98 0.63 -4.40
C 0.35 1.12 -4.44
C -2.57 1.66 2.33
C -1.57 -3.47 1.51
C 3.88 -1.17 1.08
C -0.80 -2.70 0.66
C 2.66 -1.10 0.42
C 2.22 1.04 1.48
C -0.83 2.76 0.43
C -0.92 -0.79 -4.42
C -0.92 -1.32 0.75
C -1.79 -0.68 1.63
C -2.55 -1.47 2.47
C -1.62 3.59 1.21
C 1.84 0.00 0.64
C -2.48 3.04 2.15
C -1.79 0.81 1.57
C 0.44 -1.17 -4.48
C 3.45 0.96 2.12
C 1.23 0.01 -4.48
H -1.56 4.66 1.08
H 2.36 -1.91 -0.23
H -1.77 -1.46 -4.39
H -0.15 3.17 -0.30
H 0.64 2.16 -4.43
H -3.26 1.27 3.07
H -1.88 1.23 -4.36
H -3.03 -3.47 3.08
H 2.31 0.05 -4.50
H 4.52 -2.03 0.93
H -3.23 -1.02 3.18
H -3.10 3.69 2.75
H -0.12 -3.17 -0.04
H -1.49 -4.55 1.48
H 5.23 -0.20 2.43
H 0.82 -2.18 -4.50
H 1.58 1.90 1.65
H 3.76 1.75 2.79
*
```

Calculated values
F_max = 0.6 eV/Å
HOMO energy = -14.038 eV
energy = -87971.278 eV
energy relative to the best compared isomer or geometry (same formula, charge and spin) = 110.81 kJ/mol
LUMO energy = -9.956 eV

Here are the Mulliken charges for atoms 1 to 6, given in e: atom 1 (Rh): 0.3737, atom 2 (As): 0.4501, atom 3 (C): -0.5601, atom 4 (C): -0.7991, atom 5 (C): 0.2420, atom 6 (C): -0.2967

C2H3N2O2 | wB97M-V/def2-TZVPD

```
! RIJCOSX wB97M-V def2-TZVPD def2/J DEFGRID3
* xyz 1 1
O 0.84 -2.61 0.13
O -2.59 1.13 0.21
N -1.50 0.86 0.17
N 0.02 -1.55 0.25
C -0.27 0.89 0.15
C 0.63 -0.23 -0.06
H 1.49 -0.15 0.53
H 1.22 -0.12 -1.02
H 0.15 1.78 -0.36
*
```

Calculated values
F_max = 8.7 eV/Å
SMILES string = O=NCC=[N+]=O
HOMO energy = -15.071 eV
energy = -9181.962 eV
energy relative to the best compared isomer or geometry (same formula, charge and spin) = 806.86 kJ/mol
LUMO energy = -8.336 eV

Here are the Mulliken charges for atoms 1 to 6, given in e: atom 1 (O): -0.1894, atom 2 (O): -0.2035, atom 3 (N): 0.6041, atom 4 (N): -0.0724, atom 5 (C): 0.0425, atom 6 (C): -0.3119

C5H10O2 | wB97M-V/def2-TZVPD

```
! RIJCOSX wB97M-V def2-TZVPD def2/J DEFGRID3
* xyz 0 1
O -0.75 0.43 -1.07
O -0.38 -1.12 1.37
C 0.50 -0.41 0.91
C 0.52 0.03 -0.55
C -0.95 -0.89 -1.63
C 0.48 -1.31 -1.30
C -0.17 1.73 1.61
H -1.21 -0.84 -2.70
H 0.58 -2.18 -0.65
H 0.91 1.95 1.59
H -0.66 2.14 0.74
H -0.58 2.04 2.56
H -0.47 0.68 1.69
H 1.31 0.75 -0.78
H 1.45 -0.21 1.44
H 1.17 -1.37 -2.14
H -1.73 -1.42 -1.08
*
```

Calculated values
F_max = 1.5 eV/Å
HOMO energy = -9.404 eV
energy = -9439.040 eV
energy relative to the best compared isomer or geometry (same formula, charge and spin) = 386.26 kJ/mol
LUMO energy = 0.908 eV

Here are the Mulliken charges for atoms 1 to 6, given in e: atom 1 (O): -0.4558, atom 2 (O): -0.5744, atom 3 (C): -0.3914, atom 4 (C): 0.4388, atom 5 (C): -0.3644, atom 6 (C): -0.7075

C29H32N7OV | wB97M-V/def2-TZVPD

```
! RIJCOSX wB97M-V def2-TZVPD def2/J DEFGRID3
* xyz 0 1
V 0.48 0.01 1.63
O -0.95 -1.34 2.60
N -2.00 -1.91 2.06
N 2.72 0.09 1.43
N 1.18 -0.53 3.69
N 0.09 1.65 2.62
N -1.02 0.72 0.64
N 2.72 2.36 -9.41
N 0.80 -0.80 -0.11
C -4.21 -3.11 0.97
C 0.15 0.35 -5.86
C 2.45 -1.22 3.52
C 1.15 0.67 4.56
C -1.66 1.87 1.15
C 2.05 -1.42 -0.47
C 0.92 0.50 -4.70
C -2.85 2.27 0.45
C -1.39 0.12 -0.51
C 0.46 0.01 -3.44
C -3.28 1.58 -0.64
C -1.02 2.40 2.24
C 3.15 -0.55 0.15
C 2.63 1.62 -5.99
C 1.85 1.47 -7.14
C -2.52 0.48 -1.18
C -0.33 -0.88 -1.03
C 0.61 0.83 -7.07
C 0.07 -0.40 -2.38
C -2.06 -3.25 1.98
C -0.87 -2.31 -1.17
C -1.39 3.68 2.91
C 2.16 1.14 -4.78
C 3.38 -0.38 2.66
C 0.91 1.97 3.76
C -3.16 -3.88 1.45
C 2.34 1.96 -8.40
C -4.13 -1.74 1.06
C -3.02 -1.15 1.62
H 0.33 0.54 5.26
H -2.87 -0.08 1.74
H 2.24 -2.17 3.03
H 2.75 1.26 -3.88
H 0.47 -1.18 4.01
H -2.79 0.03 -2.12
H -0.54 4.37 2.96
H -3.41 3.13 0.79
H 3.59 2.11 -6.05
H -1.74 3.55 3.94
H -4.92 -1.09 0.70
H -2.18 4.19 2.36
H -3.17 -4.96 1.40
H 3.36 0.26 -0.55
H -4.18 1.90 -1.15
H -0.23 -2.90 -1.83
H 2.07 0.74 5.15
H 2.22 -1.46 -1.55
H 2.94 -1.43 4.48
H 1.88 2.38 3.44
H 0.02 0.72 -7.96
H -5.08 -3.59 0.53
H -1.88 -2.32 -1.59
H 2.88 1.08 1.34
H -1.18 -3.75 2.37
H 4.08 -1.11 0.30
H 3.69 0.50 3.23
H 2.13 -2.46 -0.11
H 0.48 2.71 4.44
H -0.87 -2.79 -0.20
H 4.29 -0.94 2.43
H -0.81 -0.14 -5.79
*
```

Calculated values
F_max = 0.9 eV/Å
HOMO energy (spin up / spin down) = -4.904 / -4.906 eV
energy = -68754.169 eV
LUMO energy (spin up / spin down) = -0.008 / -0.010 eV

Here are the Mulliken charges for atoms 1 to 6, given in e: atom 1 (V): -0.2327, atom 2 (O): -0.4276, atom 3 (N): 0.2522, atom 4 (N): -0.1211, atom 5 (N): 0.2973, atom 6 (N): 0.3796

C2H10N3 | wB97M-V/def2-TZVPD

```
! RIJCOSX wB97M-V def2-TZVPD def2/J DEFGRID3
* xyz 1 1
N 2.34 0.11 -0.36
N 0.17 -0.61 0.23
N -2.02 -0.07 -0.62
C 1.07 0.57 0.12
C -1.32 -0.28 0.57
H 0.53 1.26 -0.55
H 0.15 -1.18 -0.62
H 0.56 -1.19 0.97
H -2.29 0.88 -0.80
H -1.21 0.57 1.24
H -1.64 -1.15 1.13
H -2.83 -0.66 -0.70
H 2.32 -0.14 -1.34
H 3.02 0.86 -0.34
H 1.16 1.04 1.09
*
```

Calculated values
F_max = 1.4 eV/Å
SMILES string = NC[NH2+]CN
HOMO energy = -14.566 eV
energy = -6699.998 eV
energy relative to the best compared isomer or geometry (same formula, charge and spin) = 100.42 kJ/mol
LUMO energy = -3.042 eV

Here are the Mulliken charges for atoms 1 to 6, given in e: atom 1 (N): -0.6244, atom 2 (N): -0.2484, atom 3 (N): -0.5017, atom 4 (C): -0.4556, atom 5 (C): -0.4264, atom 6 (H): 0.3448

C29H48CoNP3S2 | wB97M-V/def2-TZVPD

```
! RIJCOSX wB97M-V def2-TZVPD def2/J DEFGRID3
* xyz 3 5
Co 0.06 0.23 0.10
S -1.02 0.96 -1.75
S 2.66 1.21 -1.82
P -1.90 -1.18 0.47
P 1.07 -1.08 1.62
P -0.43 2.03 1.28
N 1.84 0.78 -0.46
C -3.53 0.78 -8.83
C -1.77 -3.01 0.43
C 5.38 0.43 -1.66
C 4.42 5.15 -0.24
C -0.89 -1.27 -3.39
C 4.04 0.04 -1.76
C -3.05 -0.47 -8.99
C 6.34 -0.51 -1.26
C -1.14 0.12 -3.24
C -1.69 0.24 -5.62
C 3.76 5.11 -1.47
C -2.10 2.75 1.05
C 3.70 -1.32 -1.70
C 5.98 -1.84 -1.08
C 2.71 -0.43 2.18
C 3.28 3.90 -1.98
C -0.20 2.01 3.10
C -1.41 -1.12 -5.76
C -1.56 0.86 -4.38
C 0.36 -1.54 3.26
C -2.68 -0.79 2.08
C -3.29 -0.87 -0.67
C 4.17 2.75 -0.03
C -1.05 -1.88 -4.63
C 4.67 -2.26 -1.33
C 4.60 3.97 0.48
C 1.65 -2.70 0.99
C 0.59 3.49 0.81
C 3.48 2.72 -1.25
H 0.68 3.58 -0.28
H -2.96 1.66 -9.15
H -0.30 3.03 3.49
H -2.01 0.81 -6.49
H -4.54 0.95 -8.42
H -0.43 -2.29 3.13
H 4.80 6.09 0.16
H -3.02 -1.17 -1.69
H 5.63 1.46 -1.83
H -3.57 0.19 -0.67
H -0.56 -1.84 -2.52
H -0.89 -2.96 -4.72
H 2.66 -1.61 -1.91
H 3.44 -0.52 1.36
H 0.79 1.62 3.36
H 2.17 -3.22 1.80
H -1.79 1.91 -4.25
H -1.24 -3.37 1.32
H 3.06 -1.02 3.03
H -2.78 -3.44 0.41
H 2.62 0.62 2.49
H 4.39 1.81 0.48
H 5.11 3.97 1.45
H -2.88 2.01 1.28
H 2.34 -2.54 0.15
H -1.96 -0.77 2.90
H 3.63 6.02 -2.05
H 1.60 3.40 1.24
H 4.38 -3.31 -1.24
H 2.75 3.83 -2.93
H -2.21 3.62 1.70
H -2.06 -0.64 -9.45
H -2.22 3.07 0.00
H -3.41 -1.58 2.29
H 1.16 -1.98 3.87
H 0.81 -3.32 0.65
H -0.03 -0.66 3.78
H -0.97 1.38 3.57
H 0.11 4.38 1.22
H 6.72 -2.58 -0.74
H -0.45 -1.14 -0.43
H -3.20 0.17 2.05
H -1.48 -1.61 -6.74
H -3.64 -1.35 -8.71
H 7.36 -0.18 -1.08
H -1.23 -3.33 -0.47
H -4.14 -1.47 -0.33
H 2.45 1.10 0.30
*
```

Calculated values
F_max = 3.4 eV/Å
HOMO energy (spin up / spin down) = -15.343 / -15.341 eV
energy = -119477.340 eV
energy relative to the best compared isomer or geometry (same formula, charge and spin) = 0.00 kJ/mol
LUMO energy (spin up / spin down) = -9.150 / -11.171 eV
expectation value of S² = 6.072

Here are the Mulliken charges for atoms 1 to 6, given in e: atom 1 (Co): 0.1811, atom 2 (S): -0.2325, atom 3 (S): 0.0114, atom 4 (P): 0.3338, atom 5 (P): 1.3541, atom 6 (P): 1.2781